(1)
A 7-piece molecular cluster, C24H68N6O7 overall at a distorted geometry. Source: the Open Molecules 2025 dataset; level of theory: wB97M-V/def2-TZVPD.

```
105
Properties=species:S:1:pos:R:3:forces:R:3
C 17.235206 3.954415 26.772253 -1.93 -0.91 -0.51
O 16.533336 2.739640 26.227999 1.68 1.04 1.93
C 16.167769 2.650052 24.894181 0.38 -1.06 -1.44
C 15.531604 1.249812 24.692371 -1.40 -0.14 0.42
C 15.069417 0.945396 23.274396 0.26 0.15 -0.86
N 14.374269 1.145386 25.598501 -0.38 1.22 0.04
H 17.611933 3.833456 27.787906 0.41 -1.24 -0.31
H 16.430538 4.645026 27.024560 0.04 0.68 -0.89
H 18.016605 4.329793 26.111483 -0.28 0.01 -0.07
H 15.470717 3.420014 24.563478 -0.43 0.20 0.19
H 16.978455 2.681000 24.166213 0.73 0.34 0.20
H 16.135865 0.418206 25.054867 0.90 0.40 -0.30
H 15.929523 0.758771 22.631355 0.03 -0.04 -0.11
H 14.464564 1.697440 22.767755 0.25 0.79 0.36
H 14.382580 0.108208 23.150001 0.33 -0.53 0.71
H 13.698045 1.800913 25.233660 -1.07 -0.21 -0.86
H 14.641607 1.799224 26.320386 0.40 -0.62 1.42
C 12.109470 4.050090 26.445247 -1.14 0.21 -0.36
O 11.878005 3.205977 25.355475 0.06 -0.78 -1.82
C 10.630673 2.488254 25.296085 0.24 -0.54 0.61
C 10.761348 1.254063 24.332976 -0.43 1.07 -0.09
C 11.022801 1.710891 22.868144 -0.69 -0.68 1.30
N 9.565938 0.353068 24.423537 0.86 1.01 0.04
H 11.257922 4.728035 26.503176 -0.17 0.18 0.58
H 12.959922 4.695536 26.225657 0.27 -0.43 0.11
H 12.209266 3.453019 27.351706 0.19 0.25 0.31
H 10.413643 2.231733 26.333004 -0.09 -0.81 0.18
H 9.752600 3.077432 25.031599 0.19 0.57 -0.55
H 11.690936 0.764089 24.622618 0.07 -0.30 0.23
H 11.172213 0.732192 22.412158 0.52 0.36 -0.80
H 11.865316 2.401934 22.841308 0.13 -0.35 -0.23
H 10.157138 2.184409 22.404985 -0.11 0.01 0.14
H 9.734979 -0.276545 25.194974 -0.18 0.07 0.51
H 9.516658 -0.298302 23.653217 0.18 0.24 -0.60
C 14.698172 -5.373872 28.456161 -0.32 -0.01 0.70
O 14.393426 -4.741869 29.660749 -0.15 1.72 1.51
C 15.417203 -4.678833 30.667003 -1.12 -1.96 -0.10
C 15.036104 -5.771689 31.788975 -1.23 3.51 -1.46
C 13.973165 -5.133131 32.675239 -0.98 0.14 -0.20
N 16.165097 -6.010839 32.571193 1.70 -1.70 1.18
H 13.739139 -5.266916 27.949297 0.34 -0.62 -0.65
H 14.963327 -6.391940 28.741355 0.10 -0.37 -0.88
H 15.491176 -4.843893 27.928548 0.15 -0.17 -0.22
H 16.386547 -4.802397 30.184099 0.19 -0.45 0.24
H 15.423229 -3.685997 31.116844 -0.21 0.04 0.04
H 14.536293 -6.663842 31.411681 0.78 -0.20 -0.59
H 14.273387 -4.155561 33.052492 0.25 -0.03 0.13
H 13.773721 -5.804066 33.510803 -0.06 0.05 0.19
H 13.023964 -4.973609 32.163703 -0.07 -0.04 -0.16
H 15.805571 -6.639129 33.275531 0.60 -0.52 0.45
H 16.413762 -5.202190 33.122878 0.09 0.45 -0.18
C 9.382894 -0.512595 27.840687 0.15 0.79 -0.41
O 10.195513 -1.015326 26.782301 -0.19 0.02 0.57
C 11.609088 -0.873300 27.070074 -0.96 -0.99 -0.41
C 12.322961 -1.805967 26.084980 -0.90 -1.13 1.04
C 11.874748 -3.280566 26.330944 0.19 0.92 -1.31
N 13.755201 -1.798699 26.267922 0.65 0.70 0.24
H 8.339504 -0.409723 27.542629 0.06 -0.48 -0.41
H 9.680418 0.515927 28.044926 0.21 0.16 0.34
H 9.422021 -1.089470 28.764693 0.28 -0.26 -0.05
H 11.922705 0.162538 26.940524 0.06 0.15 0.29
H 11.679020 -1.253109 28.089362 0.88 0.30 0.16
H 12.154181 -1.449275 25.068921 -0.88 -0.24 -0.22
H 12.550241 -3.787390 25.641794 -0.08 -0.77 0.33
H 10.856695 -3.511177 26.017108 -0.03 0.22 0.10
H 12.031253 -3.597097 27.362169 0.16 0.15 -0.05
H 14.181924 -2.392212 25.570967 -0.03 -0.49 -0.03
H 14.008428 -0.876281 25.943698 0.67 0.73 0.34
C 6.661353 -2.386227 25.349861 -0.49 -1.02 -1.48
O 6.231505 -3.616560 24.707242 -0.16 -0.68 2.41
C 6.080387 -3.761307 23.346668 0.07 1.15 0.16
C 7.379904 -3.950731 22.609108 0.22 -0.79 -1.92
C 8.071142 -5.292262 22.935205 -0.41 0.07 0.17
N 8.378239 -2.885988 22.581841 0.42 0.53 0.44
H 6.719178 -1.626568 24.570324 0.35 0.33 0.26
H 7.617335 -2.596867 25.829268 0.04 0.35 -0.11
H 5.911831 -2.091397 26.084287 -0.01 -0.10 0.02
H 5.436377 -4.605408 23.100037 0.25 -0.57 0.55
H 5.426747 -2.958768 23.004916 0.46 0.76 -0.67
H 7.015763 -4.067732 21.588403 -0.17 -0.19 -0.51
H 7.479968 -6.111800 22.526564 -0.36 -0.06 0.34
H 8.194915 -5.407355 24.012024 0.00 -0.09 0.00
H 9.036774 -5.460472 22.458372 0.15 0.65 -0.01
H 8.969064 -3.061040 21.781599 0.41 -0.38 0.07
H 8.025936 -1.970132 22.342691 -0.72 0.15 0.31
C 12.117293 -5.336330 23.203575 0.05 -1.29 0.72
O 12.253026 -6.728648 23.552841 0.79 0.14 -0.33
C 11.043632 -7.451360 23.524575 -0.05 -0.39 0.66
C 11.264022 -8.963649 23.727878 0.95 -0.36 -0.27
C 11.470286 -9.399194 25.115470 -0.11 0.54 2.54
N 12.427150 -9.396292 22.950739 -1.06 -0.49 -1.01
H 11.546269 -4.890548 24.018008 -0.30 0.51 -0.46
H 11.675993 -5.244838 22.211119 -0.33 0.19 0.05
H 13.112509 -4.892545 23.176802 0.02 -0.19 0.08
H 10.439306 -7.123739 24.370483 -0.68 0.41 -0.29
H 10.587606 -7.336251 22.541272 -0.47 0.31 0.00
H 10.408555 -9.526910 23.355025 -0.19 0.29 -0.41
H 12.216533 -8.721458 25.530052 0.22 -0.18 0.45
H 11.754206 -10.426588 25.343389 0.40 -0.04 -0.92
H 10.581092 -9.314904 25.740232 -0.29 0.55 -0.03
H 11.987005 -9.226289 22.057733 1.07 -0.35 -1.12
H 13.198623 -8.747372 23.012562 -0.05 0.31 0.26
O 14.907393 -2.054326 28.977813 0.51 0.47 0.61
H 14.667558 -1.891532 28.065565 -0.36 0.11 -0.71
H 14.625182 -2.953887 29.143304 -0.30 -0.44 0.15
```
Forces are in eV/Å.

Properties
Calculated total energy = -1810.197207 a.u.
HOMO = -9.07 eV
HOMO-LUMO gap = 9.6 eV
SMILES = COC[C@H](C)N.COC[C@H](C)N.COC[C@H](C)N.COC[C@H](C)N.COC[C@H](C)N.COC[C@H](C)N.O

***

(2)
A 9-piece molecular cluster, C24H69N3O9 overall at a distorted geometry. Source: the Open Molecules 2025 dataset; level of theory: wB97M-V/def2-TZVPD.

```
105
Properties=species:S:1:pos:R:3:forces:R:3
C -3.739515 0.572010 1.957595 0.04 1.98 -0.11
O -3.650707 -0.738054 2.345170 0.50 -1.62 0.54
C -4.299791 -1.038662 3.564506 -0.48 -0.11 0.37
C -4.132031 -2.499700 4.027362 -0.20 -1.71 0.10
C -4.753128 -3.483273 3.022017 0.36 1.11 -0.65
N -4.750457 -2.716005 5.342145 -0.22 1.53 0.02
H -2.989827 0.853730 1.218194 -0.04 -0.73 -0.43
H -3.482381 1.274015 2.750793 -0.28 -0.04 0.60
H -4.726696 0.847514 1.586572 -0.20 -0.09 -0.11
H -3.982398 -0.344541 4.342678 0.22 -0.01 0.19
H -5.362780 -0.863402 3.398848 -0.42 0.02 0.19
H -3.083740 -2.795151 4.070905 0.28 0.46 0.30
H -5.006341 -4.490513 3.352870 0.67 0.05 0.37
H -3.985478 -3.466455 2.248371 -0.62 -0.62 -0.78
H -5.702846 -3.074957 2.676427 0.01 0.13 -0.41
H -5.734127 -2.602476 5.143129 -0.43 0.05 0.49
H -4.663853 -3.648073 5.721405 0.42 -0.14 -0.38
C 1.186962 -3.440158 3.879913 -0.53 -0.42 -0.93
O 0.771379 -3.720595 2.536007 -0.97 0.51 0.34
C 0.043341 -2.560671 2.068251 0.57 -0.53 -0.56
C -0.990977 -2.917974 0.996323 0.81 -0.77 -0.83
C -0.358210 -3.427185 -0.303158 0.69 -0.28 0.94
N -1.775971 -1.786275 0.624288 -0.04 1.46 0.53
H 1.657252 -4.324204 4.310489 0.29 0.16 -0.26
H 0.280845 -3.250895 4.455437 0.09 0.31 0.37
H 1.831675 -2.562991 3.824917 0.22 -0.03 0.58
H -0.468589 -2.043635 2.879849 -0.12 -0.17 0.32
H 0.807621 -1.880513 1.692259 -0.09 0.42 -0.32
H -1.682619 -3.623610 1.456558 0.34 -0.87 -0.02
H 0.214050 -4.307028 -0.009033 -0.27 -0.49 -0.76
H 0.382069 -2.734772 -0.703970 0.08 0.32 0.34
H -1.081560 -3.513273 -1.113985 -0.14 -0.71 0.23
H -2.214146 -1.500650 1.488312 -0.34 0.65 -0.12
H -2.547198 -2.097554 0.051208 -0.08 0.00 -0.32
C 2.161361 -1.344032 -7.147391 -0.15 0.28 0.53
O 2.697627 -0.266180 -6.338100 -0.76 -0.55 -1.03
C 1.764475 0.248261 -5.383824 1.46 -0.23 1.26
C 2.548385 1.161655 -4.389826 -0.40 0.97 0.79
C 1.747193 1.499633 -3.111985 0.25 -1.63 -1.14
N 2.844061 2.450816 -4.978152 -0.18 0.46 -1.52
H 1.893254 -2.233057 -6.576567 0.12 0.02 0.68
H 2.874955 -1.713163 -7.884031 0.27 0.63 0.09
H 1.231783 -1.082956 -7.653189 0.02 0.49 -0.19
H 0.908648 0.803063 -5.768341 0.12 0.19 -0.60
H 1.364579 -0.610843 -4.845203 -0.14 -0.11 0.36
H 3.534429 0.807548 -4.089117 -0.29 -1.38 0.01
H 2.380344 2.032329 -2.402442 -0.18 0.13 -0.03
H 1.460631 0.527163 -2.711628 -0.25 0.23 0.58
H 0.860498 2.052759 -3.421703 0.01 0.22 0.27
H 3.469034 2.263618 -5.749171 0.17 0.38 -0.34
H 3.348380 3.041356 -4.332372 0.04 -0.03 0.18
C 3.945188 0.672693 0.297074 0.75 -1.19 -0.07
C 5.284954 1.235076 -0.251329 -1.19 -1.83 0.32
C 5.713458 0.568571 -1.588767 -0.08 1.22 0.46
O 5.024371 2.542910 -0.485272 0.23 2.76 -1.64
H 3.222557 0.594698 -0.515213 -0.04 -0.04 0.00
H 3.494141 1.249279 1.104672 0.26 0.42 -0.08
H 4.109742 -0.313866 0.730358 -0.16 -0.34 -0.14
H 6.057070 1.186712 0.516525 0.34 -0.59 0.08
H 5.592625 -0.514511 -1.609384 0.18 0.16 -0.02
H 6.699585 0.925419 -1.885940 0.48 -0.56 0.47
H 5.156170 1.059755 -2.386439 -0.78 -0.36 0.07
H 4.851438 2.974437 0.354667 0.00 0.24 0.38
C -0.729567 0.688579 3.821054 -0.56 0.81 0.59
C 0.341369 1.333209 4.692205 1.28 -1.44 -0.61
C 1.172823 0.221545 5.395701 -0.69 0.87 -0.33
O 1.220223 2.077179 3.834308 0.26 0.04 0.48
H -0.367414 0.157940 2.940513 0.44 -0.19 0.37
H -1.365799 1.471154 3.407645 -0.27 0.08 0.10
H -1.326412 0.056307 4.478406 -0.28 -0.21 -0.34
H -0.026343 1.965083 5.500674 -0.52 0.20 -0.23
H 1.715575 -0.369800 4.658247 0.18 0.14 0.10
H 0.468215 -0.432644 5.909191 0.04 -0.07 0.07
H 1.813650 0.675956 6.151299 0.28 -0.19 -0.19
H 0.683519 2.691174 3.327792 -0.07 0.11 -0.07
C -2.158129 -1.224103 -5.150141 -0.22 -0.60 0.04
C -2.439671 -1.004141 -3.649856 0.98 1.25 -0.58
C -2.137060 0.439291 -3.230804 0.33 0.17 0.64
O -3.759088 -1.367927 -3.263890 0.43 -0.27 -0.10
H -1.142064 -0.966697 -5.449228 0.08 0.27 0.30
H -2.839981 -0.704892 -5.823637 -0.14 0.29 0.22
H -2.256089 -2.280358 -5.400782 -0.13 -0.14 0.13
H -1.693274 -1.578201 -3.100799 -0.46 -0.57 0.21
H -2.379458 0.599822 -2.180294 -0.64 -0.16 0.10
H -2.617576 1.211691 -3.831321 -0.14 -0.07 -0.16
H -1.071296 0.657548 -3.162926 0.23 -0.21 -0.69
H -4.311533 -0.622508 -3.510370 -0.24 0.02 -0.01
C 0.165824 1.064102 -0.221341 -0.34 0.10 -0.32
O 0.369282 -0.212386 -0.752306 0.85 -0.35 -0.48
H 0.307063 1.775577 -1.034949 -0.15 0.19 0.08
H -0.858718 1.122753 0.146035 -0.07 0.35 0.22
H 0.878045 1.329097 0.560082 0.06 -0.14 0.28
H -0.247687 -0.837241 -0.364355 -0.61 -0.06 0.42
C 3.273202 4.318732 1.893782 -1.20 0.08 0.29
O 4.472766 3.645436 1.997066 1.81 -0.66 -0.05
H 2.518845 3.669993 1.448599 -0.29 0.03 -0.21
H 2.946609 4.552491 2.907087 -0.34 0.63 -0.16
H 3.415965 5.187635 1.251343 -0.07 0.06 0.28
H 4.425887 3.003957 2.709738 -0.04 -0.07 0.02
C -2.447331 3.568375 -1.503573 -0.78 1.15 -0.80
O -2.502000 4.923605 -1.034189 0.61 -0.20 0.57
H -1.593121 3.404010 -2.160388 0.29 -0.23 0.31
H -2.485283 2.868584 -0.668739 0.04 0.21 -0.12
H -3.332856 3.524001 -2.137587 -0.17 -1.05 0.00
H -2.351873 5.482903 -1.799857 0.00 0.10 0.05
```
Forces are in eV/Å.

Properties
Calculated total energy = -1797.049327 a.u.
HOMO = -8.82 eV
HOMO-LUMO gap = 9.2 eV
SMILES = COC[C@H](C)N.COC[C@H](C)N.COC[C@H](C)N.CC(C)O.CC(C)O.CC(C)O.CO.CO.CO

***

Question: The highest calculated total energy belongs to which entry?
Answer: C24H69N3O9